[1]
The following is a quantum chemistry calculation of C4H3KLiMgO2 as an isolated structure, from the OMol25 dataset.

Geometry as XYZ:
```
12
Properties=species:S:1:pos:R:3:lowdin_charge:R:1
C -1.1008 -0.2426 -0.0822 -0.009
O -1.9232 0.3846 0.5351 -0.091
Li -3.5782 -0.1909 1.3618 0.900
Mg 2.0708 1.5288 0.3715 1.202
C 1.4751 -1.7506 0.0622 -0.015
C 1.3964 -0.4201 -0.0424 -0.261
C 0.1761 0.2827 -0.6830 -0.546
O 0.2888 1.6636 -0.4662 -0.474
K -1.5808 3.3453 0.1906 0.965
H 1.8327 -2.1992 1.0074 0.081
H 0.1274 0.0305 -1.7596 0.168
H 0.8157 -2.4322 -0.4951 0.081
```

Values from the calculation:
2S+1	2
relative energy (zero: lowest compared OMol25 entry of this formula, charge and spin)	0.133	eV
frontier orbital gap (alpha / beta)	7.1 / 7.0	eV
charge	+2

[2]
The following is a quantum chemistry calculation of C15H43N6O11V as an isolated structure, from the OMol25 dataset.

Geometry as XYZ:
```
76
Properties=species:S:1:pos:R:3:lowdin_charge:R:1
O -16.9662 4.1585 -2.6875 -0.394
V -16.7747 2.7764 -3.5531 0.938
O -16.3587 3.2848 -5.0261 -0.411
C -19.9755 4.1350 -5.2134 -0.082
C -19.7493 2.6459 -5.1388 -0.594
C -19.1470 2.1275 -6.4312 -0.104
O -19.0019 2.2745 -4.0328 -0.237
H -20.6454 4.4392 -6.0352 0.063
H -19.0823 4.7405 -5.4020 0.067
H -20.4721 4.6294 -4.3767 0.042
H -20.6980 2.0912 -5.0641 0.125
H -19.0967 1.0348 -6.4154 0.073
H -18.1319 2.4682 -6.6202 0.021
H -19.7948 2.3803 -7.2820 0.065
O -19.1704 -0.3560 -0.2605 -0.334
C -17.8426 -0.5586 -0.1730 -0.552
C -16.8051 0.5548 -0.6424 -0.357
O -17.1392 1.2338 -1.8461 -0.381
H -17.5398 -1.4390 -0.7953 0.046
H -17.4777 -0.9332 0.8131 0.048
H -15.8134 0.1311 -0.9063 0.055
H -16.7089 1.3428 0.1271 0.073
C -16.3726 3.3681 -9.6199 -0.692
O -17.0446 3.5260 -10.6465 -0.022
N -15.1649 3.9794 -9.4736 0.149
N -16.8005 2.6824 -8.5387 0.171
H -14.5781 3.7594 -8.6931 0.084
H -14.8670 4.4388 -10.3146 0.098
H -16.1672 2.4563 -7.7868 0.093
H -17.4595 1.9550 -8.7679 0.105
C -15.6616 -0.1837 -4.5835 -0.657
O -16.4567 0.7158 -4.8545 -0.017
N -15.4833 -0.5373 -3.2884 0.160
N -14.8587 -0.7331 -5.5122 0.151
H -14.8781 -1.2733 -2.9835 0.089
H -16.2086 -0.0771 -2.7028 0.059
H -15.0045 -0.5158 -6.4810 0.093
H -14.0940 -1.3563 -5.3330 0.084
C -19.8181 3.7262 -0.5521 -0.710
O -19.9772 2.6828 -1.1685 0.069
N -18.5937 4.1085 -0.1333 0.162
N -20.8795 4.5001 -0.2553 0.121
H -17.8302 3.4850 -0.3515 0.079
H -18.3653 4.9181 0.4122 0.077
H -20.8410 5.2368 0.4286 0.073
H -21.6985 4.3833 -0.8201 0.094
C -16.2238 7.3613 -7.6267 -0.081
C -15.7457 6.4899 -6.4763 -0.325
O -14.6134 5.7672 -6.9403 -0.105
H -15.5463 8.2082 -7.7514 0.063
H -17.2405 7.6652 -7.3824 0.072
H -16.1613 6.7635 -8.5346 0.064
H -16.5317 5.7818 -6.1859 0.096
H -15.5842 6.9773 -5.5079 0.110
H -14.2867 5.1855 -6.2465 0.072
C -19.6244 6.6570 -2.8229 -0.091
C -19.0481 8.0616 -2.8560 -0.297
O -19.8284 9.0016 -2.1021 -0.111
H -18.9634 5.8770 -3.2017 0.061
H -20.5186 6.5026 -3.4348 0.067
H -19.9827 6.4560 -1.8102 0.052
H -19.0200 8.3578 -3.9040 0.104
H -18.0946 8.0301 -2.3274 0.105
H -20.4462 8.5470 -1.5249 0.059
C -14.0437 3.7590 -1.0208 -0.069
C -13.8126 3.4693 -2.4683 -0.438
C -12.3774 2.9279 -2.7309 -0.052
O -14.6840 2.3957 -2.8004 -0.130
H -14.9962 4.2699 -0.8474 0.074
H -13.4323 4.5773 -0.6100 0.077
H -13.9505 2.9575 -0.2879 0.088
H -13.9019 4.3933 -3.0336 0.143
H -11.6580 3.7511 -2.7682 0.067
H -12.4095 2.4813 -3.7255 0.074
H -12.0009 2.2211 -1.9915 0.074
H -14.6234 1.6227 -2.2241 0.093
```

Values from the calculation:
frontier orbital gap	3.3	eV
charge	-2

[3]
The following is a quantum chemistry calculation of a 6-piece molecular cluster, C25H50B2N2O6 overall, from the OMol25 dataset.

Geometry as XYZ:
```
85
Properties=species:S:1:pos:R:3:lowdin_charge:R:1
C -6.7540 -0.6303 0.6640 -0.125
C -5.2070 -0.3078 1.2115 -0.188
C -4.7816 1.0883 1.9727 -0.041
C -3.1909 1.2487 2.4421 -0.073
C -2.0443 0.1019 2.1846 -0.022
C -2.4501 -1.2825 1.4066 -0.125
C -1.4498 -2.5239 1.0258 -0.117
B -0.1338 -2.1126 0.1299 -0.162
B 1.3414 -2.1077 0.8671 -0.414
O 1.9091 -3.4480 1.2462 0.006
N 2.1646 -0.8894 1.2432 -0.163
C 1.8382 -0.3626 2.6249 -0.102
C 2.1414 0.1882 0.1818 -0.103
C -0.3816 -1.7642 -1.4961 -0.155
C 0.8040 -2.2177 -2.4695 -0.022
C 0.6920 -1.9214 -4.0679 -0.021
C -0.7340 -1.2108 -4.4094 -0.058
C -1.7697 -0.9048 -3.2241 -0.095
N -1.6922 -1.1107 -1.7507 0.088
C -4.0460 -1.4379 0.9514 0.006
H -7.5693 -0.4681 1.4971 0.079
H -6.7753 -1.7930 0.4162 0.074
H -6.9983 -0.0560 -0.3404 0.083
H -5.5997 1.9331 2.1433 0.090
H -2.9247 2.2819 2.9761 0.077
H -0.9405 0.2961 2.5212 0.065
H -2.0978 -3.3405 0.4461 0.128
H -1.0784 -3.0163 2.0201 0.115
H 2.0828 -3.4269 2.2491 0.122
H 2.7017 -0.7685 3.3424 0.100
H 0.8470 -0.8513 3.0122 0.084
H 1.8706 0.8108 2.7226 0.109
H 2.5887 -0.2975 -0.8095 0.107
H 1.0924 0.6781 -0.0040 0.108
H 2.9487 1.0014 0.5159 0.101
H 1.7567 -2.7608 -2.0419 0.118
H 1.4882 -2.1737 -4.8874 0.099
H -0.9984 -0.9280 -5.5218 0.097
H -2.8045 -0.4175 -3.5746 0.112
H -4.3951 -2.4361 0.4013 0.099
C -1.1588 5.6256 1.6802 -0.100
C -0.6582 4.6308 0.6535 -0.320
O -0.0506 3.5252 1.3055 -0.105
H -0.3340 5.9786 2.3079 0.064
H -1.6259 6.4864 1.1936 0.076
H -1.8897 5.1582 2.3481 0.068
H 0.0881 5.0954 0.0023 0.106
H -1.4791 4.2633 0.0303 0.109
H -0.7237 3.1145 1.8748 0.059
C 2.9522 8.0372 2.1723 -0.091
C 1.9196 7.7028 1.1159 -0.320
O 0.6172 7.9928 1.6017 -0.109
H 2.7665 7.4643 3.0867 0.079
H 3.9616 7.8150 1.8151 0.076
H 2.8993 9.0965 2.4441 0.072
H 1.9608 6.6392 0.8633 0.108
H 2.0906 8.2812 0.2029 0.109
H 0.5883 8.9412 1.8152 0.095
C -2.5314 -4.5913 -5.7291 -0.088
C -1.6536 -5.7483 -5.2992 -0.321
O -0.3000 -5.4810 -5.6351 -0.094
H -2.4478 -4.4252 -6.8082 0.077
H -3.5791 -4.7837 -5.4814 0.076
H -2.2176 -3.6639 -5.2390 0.050
H -1.9563 -6.6683 -5.8078 0.114
H -1.7216 -5.9125 -4.2195 0.096
H -0.0382 -4.6670 -5.1718 0.063
C 5.8901 1.5407 2.9624 -0.095
C 5.1641 2.8683 2.8932 -0.333
O 6.0374 3.8735 2.4000 -0.091
H 6.7672 1.6154 3.6135 0.078
H 5.2318 0.7557 3.3451 0.064
H 6.2527 1.2454 1.9724 0.074
H 4.8228 3.1704 3.8877 0.115
H 4.2931 2.8054 2.2338 0.097
H 6.3282 3.6000 1.5132 0.087
C 0.8842 -6.2562 -0.4872 -0.085
C -0.1964 -6.2544 -1.5486 -0.319
O -0.9218 -5.0346 -1.5001 -0.096
H 0.4459 -6.1301 0.5083 0.081
H 1.4499 -7.1919 -0.5082 0.076
H 1.5768 -5.4217 -0.6381 0.064
H -0.8988 -7.0763 -1.3813 0.115
H 0.2349 -6.3670 -2.5479 0.104
H -0.2908 -4.3117 -1.6582 0.036
```

Values from the calculation:
frontier orbital gap	7.3	eV
SMILES string	Cc1cccc(CB(B(O)N(C)C)c2ccccn2)c1.CCO.CCO.CCO.CCO.CCO

[4]
The following is a quantum chemistry calculation of a 2-piece molecular cluster, HNO2S overall, from the OMol25 dataset.

Geometry as XYZ:
```
5
Properties=species:S:1:pos:R:3:lowdin_charge:R:1
N 0.2628 0.8533 0.3919 -0.247
O -0.1474 -1.5300 1.1998 -0.437
O -1.0396 0.9544 0.2170 -0.315
S -0.3283 -0.7303 0.0590 0.897
H 1.2526 0.4526 -1.8678 0.102
```

Values from the calculation:
relative energy (zero: lowest compared OMol25 entry of this formula, charge and spin)	5.219	eV
frontier orbital gap (alpha / beta)	10.1 / 8.9	eV

[5]
The following is a quantum chemistry calculation of C31H28NOPdS as an isolated structure, from the OMol25 dataset.

Geometry as XYZ:
```
63
Properties=species:S:1:pos:R:3:lowdin_charge:R:1
Pd -0.5317 -0.5895 1.3107 0.833
C 1.4770 -0.3497 5.2147 -0.072
C -0.0162 -0.2030 4.8242 -0.388
C -0.3185 1.1710 4.2776 -0.077
C -0.5629 -1.3150 3.9391 -0.209
C 0.3335 -2.0206 3.1011 -0.079
C -0.2122 -2.8412 2.1064 -0.126
C -1.5904 -3.0024 1.9233 -0.301
C -2.1378 -3.7888 0.7519 -0.029
C -2.4388 -2.3617 2.8340 -0.040
C -1.9450 -1.5454 3.8302 -0.016
H 1.7349 0.4279 5.9476 0.090
H 2.1426 -0.2494 4.3591 0.070
H 1.6846 -1.3113 5.6861 0.087
H -0.4342 -0.2637 5.8485 0.145
H 0.2820 1.3055 3.3137 0.094
H -0.0767 2.0060 4.9354 0.087
H -1.3129 1.3261 3.9491 0.054
H 1.4322 -1.8758 3.1547 0.127
H 0.4594 -3.3022 1.3882 0.110
H -2.0711 -4.8419 0.9919 0.087
H -1.5078 -3.6080 -0.1501 0.085
H -3.1731 -3.4829 0.5550 0.088
H -3.5162 -2.4671 2.7239 0.126
H -2.5728 -0.9972 4.5159 0.129
O 1.6147 -0.4035 0.6255 -0.604
S 1.9003 -1.3432 -0.5267 1.016
C 0.9468 -0.7251 -1.9257 -0.385
C 0.2693 -1.6718 -2.6895 -0.085
C -0.5655 -1.2384 -3.7221 -0.061
C -0.6816 0.1106 -3.9938 -0.067
C 0.0019 1.0157 -3.2108 -0.088
C 0.7817 0.6526 -2.1224 -0.073
C 3.5989 -0.9566 -1.0004 -0.376
C 4.2618 0.0097 -0.2403 -0.076
C 5.5908 0.3035 -0.5314 -0.052
C 6.2450 -0.4105 -1.5619 -0.054
C 5.5723 -1.4169 -2.2572 -0.060
C 4.2283 -1.7040 -1.9755 -0.075
H 0.3602 -2.7400 -2.4723 0.112
H -1.1207 -1.9799 -4.3074 0.119
H -1.2584 0.4688 -4.8093 0.105
H -0.0482 2.0774 -3.4455 0.116
H 1.2396 1.4368 -1.4880 0.137
H 3.7104 0.6383 0.4694 0.111
H 6.1131 1.1163 -0.0148 0.115
H 7.2618 -0.1897 -1.8057 0.101
H 6.1078 -1.9065 -3.0373 0.102
H 3.7054 -2.5004 -2.5390 0.125
N -4.8123 5.7358 -4.9815 0.196
C -4.2756 5.0306 -4.2518 -0.168
C -3.7656 4.1745 -3.2326 -0.187
C -4.2634 2.8632 -3.1953 0.003
C -3.7727 1.9311 -2.2707 0.014
C -2.7164 2.2994 -1.4314 -0.241
C -2.2166 3.6340 -1.4695 -0.003
C -2.7264 4.5653 -2.3407 0.007
C -2.0331 1.4269 -0.5716 -0.051
C -1.3561 0.7926 0.2532 -0.056
H -5.0215 2.6018 -3.9231 0.127
H -4.2644 0.9605 -2.2062 0.131
H -1.4054 3.9615 -0.8315 0.129
H -2.3341 5.5599 -2.2971 0.121
```

Values from the calculation:
2S+1	3
frontier orbital gap (alpha / beta)	8.3 / 5.1	eV
charge	+1

Asked for largest force on an atom across the records above, the calculation gives 1.82 4.38 8.25 2.97 2.52 eV Å⁻¹ in order.